Density functional theory data (the ωB97M-V functional and the def2-TZVPD basis) for a structure of composition C18H57FeO11.

The geometry in XYZ format:
```
87
Properties=species:S:1:pos:R:3:lowdin_spin:R:1
Fe -1.9581 -2.6867 -3.0114 3.660
C -0.5332 -0.8275 0.5564 0.006
C -1.4992 -0.7791 -0.6406 0.025
O -1.8400 -2.0269 -1.2100 0.247
H -0.9363 -1.2690 1.4668 0.000
H -0.3246 0.2204 0.7909 0.000
H 0.4170 -1.2846 0.2815 0.000
H -0.9657 -0.1604 -1.3743 0.004
H -2.3546 -0.1857 -0.3023 0.004
C 0.3192 3.8023 1.3966 0.000
C 1.6218 4.3205 0.8327 0.000
O 1.4350 4.8928 -0.4566 0.000
H 0.3999 3.5287 2.4462 0.000
H 0.1266 2.9138 0.7842 0.000
H -0.5364 4.4661 1.2728 0.000
H 2.3382 3.4886 0.8135 0.000
H 2.0622 5.0907 1.4775 0.000
H 2.2828 5.2185 -0.7692 0.000
C -3.6607 -2.4501 3.3513 0.000
C -3.8859 -3.4613 4.4515 0.000
O -5.2281 -3.5400 4.9159 0.000
H -3.8905 -1.4647 3.7702 0.000
H -4.4113 -2.5191 2.5586 0.000
H -2.6675 -2.4614 2.9081 0.000
H -3.2800 -3.2376 5.3332 0.000
H -3.4785 -4.4435 4.1745 0.000
H -5.6939 -3.9934 4.2054 0.000
C 0.1699 -1.2937 -5.8751 0.001
C -0.9150 -0.5634 -5.1063 0.006
O -0.8126 -1.1012 -3.7571 0.041
H 0.0453 -1.2510 -6.9607 0.000
H 0.2577 -2.3514 -5.6230 0.000
H 1.1756 -0.8819 -5.7577 0.000
H -1.8537 -0.9122 -5.5463 0.001
H -0.9467 0.5210 -5.1547 0.001
H -0.0463 -0.7001 -3.3150 0.002
C 3.6877 0.0554 -0.2155 0.000
C 4.4516 1.3342 -0.4515 0.000
O 3.8333 1.9215 -1.6225 0.000
H 3.9952 -0.5245 0.6564 0.000
H 3.8696 -0.6060 -1.0666 0.000
H 2.6307 0.2661 -0.0475 0.000
H 5.5249 1.2469 -0.6099 0.000
H 4.2375 2.0347 0.3622 0.000
H 4.2627 2.7577 -1.8237 0.000
C 1.2082 2.5430 -4.2760 0.000
C 0.9358 1.6186 -3.1138 0.000
O 1.8338 0.4811 -3.1858 0.000
H 2.2253 2.9190 -4.2021 0.000
H 0.4853 3.3608 -4.2688 0.000
H 1.0947 2.0046 -5.2191 0.000
H -0.1044 1.3118 -2.9683 0.000
H 1.2283 2.0652 -2.1584 0.000
H 2.5527 0.6298 -2.5580 0.000
C 1.4160 0.3253 3.4227 0.000
C 2.7749 1.0111 3.3586 0.000
O 2.6062 2.2859 3.9519 0.000
H 1.0577 0.0761 4.4145 0.000
H 1.4516 -0.5327 2.7462 0.000
H 0.7548 1.0365 2.9175 0.000
H 3.1118 1.1410 2.3237 0.000
H 3.4952 0.3376 3.8399 0.000
H 3.4394 2.7655 3.9138 0.000
C -3.1859 2.4200 1.0788 0.000
C -3.8378 3.6400 0.4556 0.000
O -3.5997 3.7279 -0.9415 0.000
H -3.5490 1.4822 0.6497 0.000
H -3.4494 2.3825 2.1381 0.000
H -2.1025 2.4371 0.9535 0.000
H -3.4144 4.5258 0.9468 0.000
H -4.9113 3.6544 0.6333 0.000
H -2.6571 3.8584 -1.0801 0.000
C 1.4315 -3.9234 0.6799 0.000
C 2.9345 -3.6925 0.6941 0.000
O 3.5097 -4.4689 1.7332 0.000
H 1.0170 -3.4800 1.5860 0.000
H 1.2412 -4.9945 0.6528 0.000
H 0.9614 -3.4224 -0.1685 0.000
H 3.1044 -2.6237 0.8703 0.000
H 3.3498 -3.9616 -0.2819 0.000
H 4.4104 -4.6797 1.4736 0.000
O -1.9608 -4.4167 0.7444 0.000
H -1.7059 -3.6485 0.2227 0.000
H -2.8434 -4.6420 0.4373 0.000
O -4.8247 -1.9740 0.0062 0.000
H -4.9415 -2.9167 -0.1434 0.000
H -3.9696 -1.7677 -0.3880 0.000
```

## Properties
DFT total energy, a.u.: -2810.92789
2S+1: 5
Net charge: +1
Gap between HOMO and LUMO (spin up / spin down), hartree: 0.20987 / 0.20498